# C46H92Cl12CsN2O9S3

C46H92Cl12CsN2O9S3 as an isolated structure at a distorted geometry (wB97M-V/def2-TZVPD, the OMol25 dataset).

CARTESIAN COORDINATES (ANGSTROEM)
1 Cs -19.798 9.784 8.673
2 C -13.721 19.045 8.330
3 C -14.361 18.767 9.681
4 C -15.548 17.811 9.645
5 C -15.818 17.335 11.041
6 N -17.006 16.421 11.230
7 C -17.091 16.050 12.679
8 C -17.796 14.713 12.770
9 C -17.337 14.019 11.475
10 C -16.826 15.087 10.519
11 C -18.274 17.054 10.761
12 H -12.987 19.843 8.358
13 H -14.506 19.349 7.633
14 H -13.303 18.129 7.910
15 H -14.600 19.714 10.173
16 H -13.606 18.309 10.335
17 H -15.357 16.986 8.947
18 H -16.422 18.292 9.196
19 H -16.080 18.210 11.639
20 H -15.003 16.745 11.453
21 H -17.616 16.802 13.269
22 H -16.070 16.033 13.058
23 H -18.864 14.879 12.878
24 H -17.414 14.073 13.561
25 H -18.022 13.271 11.075
26 H -16.488 13.351 11.662
27 H -17.362 15.070 9.573
28 H -15.757 14.980 10.355
29 H -18.524 17.872 11.435
30 H -19.068 16.326 10.919
31 H -18.176 17.344 9.727
32 C -18.876 15.624 7.517
33 C -19.288 14.673 6.391
34 C -18.722 15.302 5.100
35 C -18.884 14.453 3.871
36 C -18.275 13.083 4.156
37 C -18.736 12.402 5.445
38 N -18.624 13.369 6.539
39 O -18.777 12.841 7.860
40 C -17.744 11.280 5.638
41 C -20.105 11.748 5.175
42 C -20.822 14.566 6.340
43 H -19.310 16.613 7.350
44 H -17.787 15.683 7.561
45 H -19.295 15.263 8.457
46 H -17.659 15.520 5.258
47 H -19.145 16.313 4.972
48 H -18.434 14.868 2.969
49 H -19.912 14.188 3.598
50 H -17.185 13.129 4.085
51 H -18.645 12.468 3.322
52 H -16.698 11.555 5.768
53 H -17.798 10.560 4.824
54 H -17.965 10.800 6.592
55 H -20.019 10.950 4.433
56 H -20.930 12.392 4.888
57 H -20.405 11.229 6.094
58 H -21.188 14.409 5.330
59 H -21.279 15.516 6.671
60 H -21.202 13.874 7.096
61 C -22.871 13.487 11.925
62 C -21.390 13.333 11.495
63 C -21.395 13.876 10.074
64 S -22.323 15.386 10.223
65 O -23.209 15.519 9.100
66 O -21.405 16.459 10.543
67 C -23.235 14.945 11.727
68 H -22.976 13.194 12.973
69 H -23.476 12.763 11.378
70 H -21.021 12.316 11.492
71 H -20.868 13.927 12.247
72 H -21.975 13.264 9.383
73 H -20.464 14.162 9.586
74 H -24.273 15.129 11.466
75 H -22.854 15.625 12.483
76 C -25.714 12.594 8.255
77 C -25.154 13.040 6.910
78 C -24.725 11.784 6.136
79 S -24.169 10.624 7.407
80 O -22.721 10.559 7.445
81 O -24.970 9.441 7.337
82 C -24.741 11.584 8.804
83 H -26.677 12.108 8.061
84 H -25.914 13.419 8.935
85 H -24.200 13.576 7.006
86 H -25.856 13.659 6.362
87 H -23.998 11.930 5.351
88 H -25.641 11.315 5.768
89 H -23.862 12.140 9.149
90 H -25.054 10.929 9.612
91 C -23.894 19.744 7.377
92 C -24.460 18.885 6.222
93 C -24.108 19.601 4.929
94 S -22.489 20.344 5.227
95 O -22.566 21.764 5.022
96 O -21.433 19.609 4.575
97 C -22.440 19.919 6.986
98 H -24.080 19.248 8.313
99 H -24.384 20.720 7.279
100 H -25.543 18.784 6.338
101 H -24.080 17.862 6.289
102 H -24.798 20.443 4.848
103 H -24.122 19.023 4.012
104 H -21.868 20.686 7.503
105 H -21.907 18.967 7.000
106 O -25.592 7.891 2.349
107 C -24.566 8.356 2.696
108 O -24.314 8.672 3.995
109 C -23.032 9.284 4.124
110 C -22.245 8.901 2.873
111 C -23.369 8.749 1.833
112 H -22.560 9.105 5.097
113 H -23.208 10.369 4.137
114 H -21.738 7.943 2.947
115 H -21.505 9.681 2.696
116 H -23.130 7.914 1.181
117 H -23.585 9.658 1.276
118 Cl -15.041 10.918 3.620
119 C -15.319 10.662 1.886
120 C -15.983 11.844 1.224
121 Cl -15.097 13.380 1.462
122 H -15.978 9.799 1.791
123 H -14.399 10.366 1.383
124 H -16.943 12.021 1.708
125 H -16.115 11.702 0.156
126 Cl -19.918 15.281 0.516
127 C -18.389 14.900 -0.302
128 C -18.436 13.563 -0.976
129 Cl -19.386 13.591 -2.480
130 H -17.578 14.916 0.428
131 H -18.172 15.692 -1.015
132 H -18.840 12.788 -0.325
133 H -17.443 13.212 -1.263
134 Cl -24.936 16.148 3.965
135 C -23.528 16.258 2.866
136 C -23.410 15.130 1.885
137 Cl -23.083 13.543 2.652
138 H -22.645 16.360 3.493
139 H -23.671 17.186 2.318
140 H -22.583 15.409 1.241
141 H -24.341 14.994 1.347
142 Cl -17.789 7.667 1.770
143 C -17.042 7.528 3.378
144 C -18.004 7.100 4.434
145 Cl -19.415 8.202 4.586
146 H -16.523 8.456 3.621
147 H -16.232 6.798 3.306
148 H -17.548 7.137 5.425
149 H -18.377 6.082 4.365
150 Cl -14.015 14.596 8.311
151 C -15.402 13.697 7.619
152 C -15.450 12.288 8.132
153 Cl -14.197 11.260 7.434
154 H -15.254 13.650 6.542
155 H -16.312 14.236 7.852
156 H -16.440 11.886 7.942
157 H -15.399 12.298 9.225
158 Cl -17.015 18.170 1.774
159 C -16.969 18.764 3.465
160 C -16.136 17.743 4.222
161 Cl -16.318 18.022 6.001
162 H -17.983 18.849 3.837
163 H -16.463 19.723 3.468
164 H -15.084 17.896 4.020
165 H -16.482 16.733 4.045

Force components x, y, z for each atom (eV/Å):
Cs -0.1 0.7 -0.5
C -0.8 -0.2 -0.4
C 0.9 0.0 0.5
C -0.2 -0.1 -1.1
C -0.9 0.0 0.1
N -0.2 -0.3 -0.4
C 0.0 0.2 1.0
C 0.8 -0.4 -0.7
C 0.4 -1.1 0.0
C -0.1 0.0 -0.1
C -0.3 -0.4 1.0
H 0.2 -0.1 0.1
H 0.1 0.1 -0.1
H 0.2 0.1 0.0
H -0.3 -0.1 0.0
H 0.0 0.1 -0.1
H 0.3 -0.1 0.3
H 0.0 0.3 0.3
H 0.4 -0.1 0.4
H 0.3 0.4 0.0
H 0.0 0.3 -0.4
H 0.0 -0.3 -0.1
H -0.1 -0.3 -0.2
H -0.3 0.5 0.5
H -0.6 0.7 -0.4
H 0.1 0.3 0.5
H 0.1 0.3 0.0
H 0.0 0.0 -0.2
H 0.2 0.3 -0.3
H -0.1 0.0 -0.4
H -0.2 0.0 -0.1
C -0.4 -0.5 0.2
C 0.2 -0.3 -0.7
C -0.4 1.1 0.0
C -0.1 -1.1 0.2
C -0.1 0.3 -1.2
C 0.2 0.8 -0.7
N 1.0 0.2 0.9
O -0.5 -0.6 -0.3
C 0.2 -0.6 1.1
C -0.2 -0.7 0.9
C -0.3 1.3 0.7
H 0.2 0.0 -0.2
H 0.0 0.1 0.1
H 0.3 0.0 0.1
H 0.0 -0.4 0.1
H -0.3 -0.2 0.0
H 0.1 0.2 0.1
H -0.2 0.8 0.2
H 0.0 0.0 0.2
H 0.4 -0.3 0.1
H -0.1 0.6 -0.3
H -0.1 -0.1 0.0
H -0.2 -0.4 0.0
H 0.1 0.2 -0.2
H 0.2 0.2 0.0
H -0.3 0.2 0.0
H -0.2 -0.4 0.1
H 0.2 0.0 -0.3
H 0.2 -0.5 -0.4
C 0.4 -1.1 0.9
C -0.9 0.2 -0.1
C 0.2 0.8 0.0
S 0.2 0.2 0.0
O -0.3 0.1 -0.1
O 0.0 0.1 0.1
C 0.0 0.0 -1.2
H -0.1 0.1 0.0
H -0.3 0.4 -0.3
H 0.0 -0.3 0.3
H 0.7 0.0 -0.5
H 0.2 -0.3 0.1
H 0.2 -0.4 0.1
H -0.1 0.0 0.4
H -0.2 -0.1 0.3
C -0.9 -0.3 -0.5
C 1.5 0.1 -0.2
C -1.4 -0.3 0.5
S -0.5 0.9 -0.1
O 0.4 -0.3 0.1
O 0.2 -0.6 0.0
C 1.1 0.6 0.6
H 0.0 0.0 0.1
H 0.2 0.1 0.0
H -0.4 0.5 0.5
H 0.0 0.0 -0.2
H 0.2 0.1 0.0
H 0.3 -0.3 -0.4
H 0.0 -0.2 0.0
H -0.3 -0.1 -0.2
C -0.2 0.0 -1.5
C -0.4 -0.5 0.6
C -0.2 0.4 0.3
S 0.2 -0.4 0.2
O -0.1 0.2 0.2
O 0.0 -0.2 -0.2
C 0.3 0.0 -0.1
H 0.1 0.2 0.5
H -0.1 -0.1 0.6
H 0.0 0.1 -0.2
H 0.3 0.1 -0.2
H 0.1 0.0 -0.3
H 0.1 -0.1 0.0
H -0.1 0.0 0.0
H 0.0 0.0 0.2
O -1.0 -0.6 -0.3
C 0.9 0.9 0.1
O 0.1 -0.4 0.4
C 0.1 0.8 0.0
C -0.3 0.3 0.1
C 0.6 -0.4 0.7
H -0.2 -0.7 -0.2
H 0.1 0.0 -0.3
H 0.1 0.0 0.3
H 0.0 -0.1 -0.4
H -0.3 0.2 -0.4
H -0.1 0.0 -0.1
Cl 0.2 -0.1 -0.1
C 0.0 -0.4 -0.6
C -0.3 0.3 0.7
Cl 0.1 0.0 -0.2
H -0.2 0.1 0.0
H 0.2 0.3 0.3
H -0.1 -0.1 -0.2
H 0.1 -0.2 0.0
Cl -0.1 0.1 0.0
C 0.6 0.2 0.0
C 0.2 -0.7 -0.1
Cl -0.2 0.0 0.0
H -0.2 -0.1 0.2
H -0.2 0.0 -0.1
H -0.2 0.2 0.0
H 0.1 0.4 0.0
Cl 0.0 -0.2 0.0
C 0.0 0.3 0.4
C -0.3 0.0 0.3
Cl 0.2 0.2 0.0
H 0.0 -0.1 0.0
H 0.1 0.0 -0.1
H 0.0 -0.4 -0.3
H 0.1 0.1 -0.3
Cl 0.0 0.0 0.0
C 0.8 -0.2 -0.1
C -0.4 0.0 1.2
Cl 0.0 -0.2 0.0
H -0.4 0.2 0.0
H -0.2 -0.2 -0.1
H 0.4 0.1 -0.2
H -0.1 0.1 -0.6
Cl 0.1 0.1 0.0
C 0.2 -0.3 -0.5
C -0.8 0.3 1.0
Cl 0.1 -0.1 0.0
H -0.1 0.4 0.0
H -0.1 -0.1 0.0
H -0.1 0.0 -0.5
H 0.5 -0.2 -0.1
Cl -0.1 0.2 -0.1
C 0.4 -0.5 -0.1
C -0.3 0.6 0.5
Cl 0.0 0.0 -0.1
H -0.1 0.0 0.0
H -0.2 0.1 0.0
H 0.1 -0.3 -0.2
H 0.2 -0.1 -0.1

For the gap between HOMO and LUMO, the calculation gives 5.1670 eV. The calculation puts the electronic energy at -253918.608 eV. As for the net charge: +1.